No. 1
Computed, not measured: C31H25FeN6O3S6Si as an isolated structure, with wB97M-V/def2-TZVPD.

Each line ends with the Mulliken spin population.
Cartesian coordinates (Å):
Fe -0.680 -0.100 0.540  3.75
C 0.696 1.922 4.212  0.06
C 1.656 2.824 3.730  0.00
C 1.683 3.124 2.398  0.04
C 0.752 2.528 1.505  -0.05
N -0.115 1.590 1.976  0.11
C -0.140 1.338 3.291  -0.02
N 0.764 2.981 0.233  0.11
C -0.083 2.566 -0.699  0.17
N -0.893 1.457 -0.688  0.00
C -1.760 1.526 -1.745  0.25
N -2.812 0.747 -2.030  0.03
C -3.378 -0.103 -1.173  -0.01
C -4.558 -0.767 -1.642  0.03
C -5.296 -1.554 -0.812  0.01
C -4.886 -1.708 0.525  0.07
C -3.716 -1.097 0.906  -0.02
N -2.939 -0.346 0.106  0.10
C -1.418 2.665 -2.555  0.06
C -1.964 3.182 -3.732  0.01
C -1.437 4.355 -4.235  0.02
C -0.383 5.021 -3.571  0.07
C 0.156 4.515 -2.405  -0.03
C -0.358 3.322 -1.898  0.12
H 0.633 1.658 5.258  0.00
H 2.371 3.274 4.410  0.00
H 2.399 3.813 1.972  0.00
H -0.863 0.592 3.605  0.01
H -4.832 -0.598 -2.675  0.00
H -6.191 -2.049 -1.175  0.00
H -5.444 -2.302 1.235  0.01
H -3.350 -1.227 1.917  0.01
H -2.773 2.662 -4.229  0.01
H -1.837 4.776 -5.150  0.00
H 0.002 5.943 -3.992  0.01
H 0.962 5.023 -1.890  0.00
S 2.895 -3.275 6.307  0.00
C 2.231 -2.644 4.919  0.00
S 0.589 -2.867 4.456  0.00
C 0.615 -1.965 2.959  -0.01
C 1.802 -1.392 2.623  0.00
S 2.126 -0.445 1.235  0.04
S 3.096 -1.693 3.778  0.00
S -0.866 -1.832 2.060  0.06
O 4.961 -1.442 -1.924  0.00
S 3.825 -2.242 -2.267  0.00
O 3.858 -2.921 -3.541  0.00
N 2.412 -1.380 -2.189  0.01
C 1.608 -1.948 -1.362  0.01
O 0.298 -1.605 -1.332  -0.03
C 2.087 -3.151 -0.647  0.01
C 1.411 -3.995 0.218  0.00
C 2.110 -5.066 0.756  0.00
C 3.442 -5.303 0.422  0.00
C 4.099 -4.483 -0.491  0.00
C 3.397 -3.423 -1.013  0.00
H 0.386 -3.783 0.497  0.00
H 1.621 -5.724 1.464  0.00
H 3.969 -6.127 0.885  0.00
H 5.127 -4.666 -0.776  0.00
C 0.292 -3.738 -3.355  0.00
Si -0.641 -2.304 -2.586  0.00
C -2.166 -2.955 -1.720  0.01
C -0.970 -1.047 -3.914  0.01
H -0.294 -4.148 -4.181  0.00
H 0.463 -4.543 -2.636  0.00
H 1.265 -3.433 -3.747  0.00
H -3.069 -2.729 -2.293  0.00
H -2.285 -2.500 -0.734  0.00
H -2.106 -4.036 -1.585  0.00
H -1.368 -1.553 -4.798  0.00
H -0.040 -0.545 -4.190  0.00
H -1.684 -0.284 -3.592  0.00

Calculated values
Expectation value of S² = 8.788
Charge = -2
2S+1 = 6
Max |F| = 1.0 eV/A
ΔE to the lowest compared entry with this formula, charge and spin = 15.9 kJ/mol
Frontier orbital gap (spin up / spin down) = 0.165 / 0.212 hartree
Electronic energy = -154918.57220 eV
Molecular weight = 805.9 Da

No. 2
Computed, not measured: a 8-piece molecular cluster, C39H93BN3O16 overall in a non-equilibrium geometry, with wB97M-V/def2-TZVPD.

Each line ends with the Mulliken spin population.
Cartesian coordinates (Å):
C 2.032 3.601 3.708  0.02
C 1.226 2.239 3.610  0.02
C 1.627 1.464 4.941  -0.01
C 1.673 1.333 2.420  0.02
C 1.042 1.662 1.005  -0.02
C 0.676 0.292 0.326  0.00
C -0.164 0.400 -0.971  0.00
N 0.244 -0.212 -2.025  0.00
B 2.147 2.383 0.059  0.00
N 2.775 3.685 0.392  0.00
O 2.581 1.825 -1.188  0.00
C -0.161 2.660 1.155  0.01
C -0.984 2.461 2.466  0.02
C -2.016 3.658 2.506  0.02
C -1.891 1.174 2.393  0.03
N -0.217 2.545 3.714  0.32
O -0.818 2.038 4.725  0.56
H 1.324 4.441 3.562  0.00
H 2.422 3.714 4.741  -0.01
H 2.906 3.623 3.033  0.00
H 1.168 0.457 5.013  0.02
H 2.728 1.293 4.837  0.00
H 1.505 2.088 5.841  0.00
H 2.773 1.488 2.313  0.00
H 1.571 0.233 2.624  0.00
H 0.223 -0.442 1.031  0.00
H 1.645 -0.169 0.030  0.00
H -1.114 0.959 -0.980  0.00
H 1.119 -0.706 -1.839  0.00
H 2.255 4.170 1.119  0.00
H 2.624 4.249 -0.447  0.00
H 1.942 2.014 -1.879  0.00
H -0.898 2.586 0.328  0.00
H 0.164 3.726 1.148  0.00
H -2.852 3.432 3.201  0.00
H -2.479 3.816 1.508  0.00
H -1.516 4.592 2.842  0.00
H -1.307 0.242 2.314  0.01
H -2.514 1.320 1.481  0.00
H -2.608 1.143 3.233  -0.01
C -4.297 -4.084 -1.363  0.00
O -5.174 -3.208 -2.054  0.00
C -5.673 -2.168 -1.220  0.00
C -4.942 -0.859 -1.463  0.00
O -3.581 -0.947 -1.061  0.00
C -2.705 -1.132 -2.165  0.00
H -3.782 -4.697 -2.103  0.00
H -3.551 -3.536 -0.783  0.00
H -4.869 -4.741 -0.699  0.00
H -5.615 -2.457 -0.166  0.00
H -6.729 -2.032 -1.474  0.00
H -5.411 -0.079 -0.854  0.00
H -5.018 -0.559 -2.513  0.00
H -2.591 -0.191 -2.711  0.00
H -3.067 -1.910 -2.844  0.00
H -1.736 -1.427 -1.784  0.00
C -7.276 -1.684 -8.091  0.00
O -7.495 -2.589 -7.020  0.00
C -6.301 -2.895 -6.310  0.00
C -6.212 -2.121 -5.006  0.00
O -6.070 -0.722 -5.237  0.00
C -7.286 -0.014 -5.063  0.00
H -8.246 -1.323 -8.430  0.00
H -6.673 -0.827 -7.780  0.00
H -6.782 -2.199 -8.921  0.00
H -5.421 -2.708 -6.933  0.00
H -6.332 -3.964 -6.080  0.00
H -5.320 -2.449 -4.465  0.00
H -7.080 -2.324 -4.372  0.00
H -7.515 0.081 -3.995  0.00
H -8.118 -0.504 -5.572  0.00
H -7.159 0.984 -5.483  0.00
C 4.256 5.092 6.447  0.00
O 3.455 4.304 7.311  0.00
C 4.198 3.742 8.387  0.00
C 3.985 4.520 9.674  0.00
O 4.528 5.830 9.585  0.00
C 3.539 6.817 9.343  0.00
H 3.592 5.665 5.799  0.00
H 4.890 5.789 7.000  0.00
H 4.879 4.443 5.822  0.00
H 5.262 3.688 8.137  0.00
H 3.832 2.721 8.528  0.00
H 4.513 4.006 10.483  0.00
H 2.923 4.556 9.934  0.00
H 2.965 7.005 10.257  0.00
H 2.859 6.523 8.540  0.00
H 4.044 7.738 9.052  0.00
C 2.837 -3.620 -3.759  0.00
O 1.576 -3.771 -3.125  0.00
C 0.556 -2.992 -3.742  0.00
C -0.331 -3.839 -4.637  0.00
O 0.375 -4.337 -5.766  0.00
C 0.753 -5.697 -5.611  0.00
H 3.496 -4.406 -3.389  0.00
H 2.758 -3.713 -4.844  0.00
H 3.271 -2.648 -3.504  0.00
H 0.989 -2.157 -4.301  0.00
H -0.058 -2.576 -2.940  0.00
H -1.139 -3.206 -5.019  0.00
H -0.784 -4.659 -4.071  0.00
H -0.123 -6.343 -5.738  0.00
H 1.208 -5.886 -4.637  0.00
H 1.479 -5.940 -6.387  0.00
C 2.252 -4.782 6.142  0.00
O 1.143 -5.009 5.288  0.00
C 0.079 -4.093 5.517  0.00
C 0.056 -2.994 4.469  0.00
O 1.201 -2.155 4.569  0.00
C 2.183 -2.446 3.596  0.00
H 3.096 -5.354 5.757  0.00
H 2.531 -3.726 6.173  0.00
H 2.024 -5.131 7.154  0.00
H 0.143 -3.667 6.523  0.00
H -0.852 -4.662 5.449  0.00
H -0.821 -2.363 4.643  0.00
H -0.029 -3.418 3.463  0.00
H 1.857 -2.061 2.623  0.00
H 2.383 -3.517 3.517  0.00
H 3.107 -1.941 3.881  0.00
C 5.447 6.067 1.852  0.00
O 5.324 7.223 2.667  0.00
C 5.994 7.087 3.914  0.00
C 7.328 7.814 3.913  0.00
O 8.248 7.211 3.013  0.00
C 8.360 7.920 1.790  0.00
H 5.118 6.327 0.846  0.00
H 6.479 5.714 1.802  0.00
H 4.804 5.267 2.235  0.00
H 6.126 6.031 4.170  0.00
H 5.348 7.540 4.673  0.00
H 7.765 7.745 4.914  0.00
H 7.191 8.874 3.678  0.00
H 8.945 8.834 1.938  0.00
H 7.382 8.176 1.377  0.00
H 8.883 7.283 1.077  0.00
C -5.213 -6.136 -8.874  0.00
O -4.274 -5.082 -9.014  0.00
C -3.565 -4.817 -7.809  0.00
C -2.171 -5.419 -7.833  0.00
O -2.220 -6.842 -7.841  0.00
C -1.999 -7.389 -9.130  0.00
H -5.538 -6.432 -9.871  0.00
H -4.775 -7.005 -8.378  0.00
H -6.084 -5.790 -8.308  0.00
H -4.128 -5.176 -6.941  0.00
H -3.475 -3.729 -7.727  0.00
H -1.647 -5.122 -6.922  0.00
H -1.598 -5.045 -8.687  0.00
H -0.937 -7.322 -9.389  0.00
H -2.594 -6.883 -9.894  0.00
H -2.287 -8.441 -9.105  0.00

Calculated values
Expectation value of S² = 0.754
2S+1 = 2
Max |F| = 2.9 eV/A
Frontier orbital gap (spin up / spin down) = 0.314 / 0.345 hartree
Electronic energy = -79848.15557 eV
Molecular weight = 871.0 Da